Computed, not measured: an isolated molecule of C5H4F2 in a non-equilibrium geometry, with wB97M-V/def2-TZVPD.

- charge = 0
- largest force on an atom (Eh/bohr) = 0.087
- energy relative to the best compared isomer or geometry (same formula, charge and spin) (kJ/mol) = 196.9
- frontier orbital gap (eV) = 9.8

CARTESIAN COORDINATES (ANGSTROEM)
C  -1.509098  1.088283  1.531992
C  -0.057664  -0.244219  -0.247632
H  -2.206328  1.556149  2.110240
C  -0.918175  0.549339  0.648869
C  1.281466  -0.606128  0.322059
H  1.601920  0.285935  0.925514
C  -0.305596  -0.168389  -1.555301
F  -1.390652  0.474566  -1.816781
H  1.228772  -1.419902  1.076110
F  0.202218  -0.793030  -2.518563
H  2.073136  -0.722603  -0.476507

Cartesian forces, eV/Å:
C 0.3 -0.4 -0.9
C 0.9 1.3 0.7
H -1.1 1.0 1.4
C 1.4 -1.7 -1.2
C 1.1 0.5 0.6
H -0.1 -0.7 -0.5
C -1.3 0.2 4.3
F -1.7 0.9 -2.3
H 0.2 0.2 -0.8
F 1.3 -0.9 -2.2
H -1.0 -0.4 1.0

Computed, not measured: a cluster of 7 separate species, C28H65N2O9 in total in a non-equilibrium geometry, with wB97M-V/def2-TZVPD.

- 2S+1 = 2
- charge = 0
- largest force on an atom (Eh/bohr) = 0.127
- energy relative to the best compared isomer or geometry (same formula, charge and spin) (kJ/mol) = 0.0
- frontier orbital gap (alpha / beta) (eV) = 9.0 / 9.7

CARTESIAN COORDINATES (ANGSTROEM)
H  -7.239061  1.337127  3.814199
H  4.268909  -2.963418  3.974469
H  0.294512  -4.130372  -4.076189
C  1.962536  1.100621  2.456290
H  5.294182  -4.865468  2.552288
C  -1.130998  -1.936148  -2.731646
H  0.372164  0.354957  3.727003
N  4.919722  -2.036545  -1.534502
H  -6.424620  3.804859  3.830580
H  2.535428  -3.021901  4.360636
O  1.153052  1.115837  1.281775
H  -5.435697  2.907487  -2.851303
C  -1.889806  1.304080  -6.514468
O  -1.347776  1.057177  -4.184386
H  -2.628586  2.082592  -6.299024
H  -3.739266  3.698976  -0.422343
H  1.007425  2.842398  3.324487
N  0.433108  -3.224725  -1.066028
C  1.190541  -4.224873  -3.367115
H  -1.995334  -2.391094  -2.106910
H  -0.957185  -0.469660  -0.750769
H  1.357183  -0.903562  2.997270
O  3.498357  -3.454901  -3.161009
C  1.397464  0.093299  3.445009
C  4.281500  -5.114047  2.223656
O  2.237823  -2.691141  -4.969733
H  5.224878  4.516530  2.363500
H  3.450510  -5.329238  4.195868
C  -0.784180  1.301968  -5.470582
H  6.909613  3.512821  5.593909
H  -1.486561  1.473291  -7.516549
H  -0.082823  0.488129  -5.679316
H  4.077761  -4.583145  1.288044
H  1.769592  -4.608358  2.023960
C  -4.727214  2.668213  -2.053190
H  2.007036  0.045482  4.351349
H  -8.899325  1.893281  3.511097
C  -4.481081  3.903236  -1.201387
H  -8.088588  4.349761  3.527377
C  5.960857  4.042328  5.714762
H  -4.081856  4.717936  -1.812421
C  3.254975  -4.754063  3.286322
H  -5.428345  0.634117  -1.841553
H  -8.113739  0.739008  2.412741
C  0.247793  -2.009813  -1.896347
H  -8.119198  3.011806  1.400411
C  -7.165767  4.008744  3.050769
H  2.408175  3.212955  2.331083
C  5.845023  4.572854  3.262518
O  -0.447597  -3.369078  -0.109690
H  6.173208  5.084555  5.974878
H  -6.765908  4.822786  2.439723
H  -2.424915  0.350274  -6.509026
H  -1.373876  -0.827910  -2.938747
H  2.146348  -6.196420  -1.546111
H  -6.211942  1.787550  -0.742023
C  1.952783  -5.194554  -1.030587
C  5.120443  3.959257  4.450158
H  4.085063  5.568514  4.847255
H  1.757182  -5.178146  -3.704392
H  0.260257  1.384749  1.538481
C  -7.952880  1.623744  3.035029
C  3.286155  -3.268108  3.604436
H  -5.403378  4.243323  -0.723781
H  2.220719  -1.016784  -2.175970
O  -3.505303  2.269955  -2.674952
C  -5.267381  1.518741  -1.218329
H  -0.713155  3.451234  -5.199550
H  5.423240  3.608248  6.562320
H  -2.871048  2.055954  -1.975948
C  0.720792  -4.467642  -1.830439
H  -4.553406  1.231443  -0.439886
H  1.148494  -1.009764  -3.652102
H  6.790257  4.059219  3.068108
H  4.882485  2.913586  4.235138
C  2.011272  2.496989  3.056070
H  -5.556826  2.160370  2.278317
H  -1.067442  -2.441472  -3.772818
H  -0.160303  -6.444724  -1.245934
C  -0.038234  2.626856  -5.451656
H  -0.557705  -5.963718  -2.969426
H  4.239915  -6.183040  1.996182
H  2.873549  -4.520862  -0.930739
C  2.220785  -2.955950  -3.518353
H  0.420480  2.835777  -6.421828
H  1.613402  -5.414017  0.057915
H  6.053276  5.633471  3.437482
H  1.317405  -2.447179  -5.242330
H  2.638608  2.521105  3.949998
C  4.342994  -2.615171  -2.437167
H  2.968579  0.795111  2.154167
H  0.745575  2.615438  -4.689064
O  3.885168  4.641946  4.656177
H  -1.971822  1.773743  -3.989432
C  -7.411374  2.772920  2.199438
H  -1.510403  -5.133260  -1.639173
O  1.952795  -5.112769  2.829185
C  1.570158  -1.699204  -2.816036
H  0.618546  -1.003487  0.174523
C  -0.475698  -5.548358  -1.886801
C  0.164537  -0.754391  -0.841150
H  3.047478  -2.673625  2.716277
O  -6.190222  2.374001  1.579306
H  0.665759  0.179380  -1.311724

Cartesian forces, eV/Å:
H 0.0 0.2 0.0
H -0.1 0.0 0.0
H 1.3 0.2 1.2
C -0.6 0.3 0.4
H -0.1 0.0 -0.1
C 0.0 -0.2 -0.2
H 0.1 0.1 0.0
N -2.8 -2.9 -5.2
H -0.1 -0.1 0.0
H 0.1 -0.1 0.0
O 0.1 0.0 -0.2
H 0.2 -0.1 -0.1
C -0.1 -0.3 -0.2
O 0.2 -0.1 0.0
H 0.1 0.0 0.0
H -0.1 -0.1 0.0
H 0.0 -0.1 0.1
N -2.3 -0.4 -1.0
C 1.0 0.0 0.9
H 1.5 0.7 -1.1
H 1.9 -0.6 0.3
H 0.1 0.1 0.1
O 2.3 2.6 1.5
C 0.1 -0.3 0.0
C 0.2 -0.3 0.0
O 0.0 0.0 1.0
H 0.1 -0.1 0.1
H -0.2 0.0 -0.1
C -0.4 0.6 0.1
H 0.0 0.1 0.0
H -0.1 0.0 0.1
H -0.1 0.0 0.2
H 0.0 0.1 0.1
H 0.0 0.0 0.2
C 0.1 -0.1 0.7
H -0.1 0.0 0.0
H 0.1 0.0 0.0
C 0.0 0.3 -0.2
H 0.1 0.0 0.0
C 0.0 -0.2 0.2
H -0.1 -0.1 0.0
C 0.0 0.4 -0.6
H 0.0 0.1 0.0
H 0.0 0.1 0.0
C 0.3 2.8 0.4
H 0.2 -0.1 -0.1
C -0.1 0.3 -0.1
H 0.0 -0.1 0.1
C 0.0 -0.1 -0.3
O 1.5 0.2 -0.8
H 0.0 0.0 -0.1
H -0.1 -0.1 0.0
H 0.1 0.1 0.0
H 0.5 -1.8 0.3
H 0.1 1.5 0.7
H 0.2 -0.1 0.0
C -0.9 0.2 0.5
C 0.4 0.7 0.1
H 0.0 -0.2 0.0
H -0.9 1.6 0.6
H 0.2 -0.1 0.0
C -0.2 -0.2 -0.1
C 0.0 0.1 0.3
H 0.1 -0.1 0.0
H -0.3 -1.3 -1.0
O 0.3 0.0 -0.3
C -0.2 -0.3 -0.3
H -0.1 -0.1 -0.1
H 0.0 0.0 -0.1
H -0.2 0.0 -0.1
C 1.5 -2.3 -0.4
H -0.1 0.2 0.0
H 0.9 -1.2 1.4
H 0.0 0.1 0.0
H -0.2 0.1 0.0
C 0.3 0.1 -0.1
H -0.2 0.0 -0.1
H -0.2 0.6 1.8
H -0.9 1.4 -0.7
C 0.3 0.0 0.0
H 0.2 0.7 1.7
H 0.0 0.1 0.1
H -1.2 -1.1 -0.5
C -3.9 -0.5 -1.7
H 0.0 0.0 0.1
H 0.4 0.3 -1.9
H 0.1 -0.1 0.1
H 1.2 -0.3 0.6
H -0.1 0.1 -0.1
C 0.1 0.8 3.5
H -0.2 0.0 -0.2
H 0.0 -0.1 -0.1
O -0.2 -0.1 0.0
H -0.1 -0.2 0.0
C 0.3 -0.1 0.7
H 1.6 -0.6 0.0
O -0.1 -0.2 0.1
C -1.2 0.8 0.4
H -0.6 0.4 -1.6
C 0.2 -0.3 -0.8
C -0.7 0.1 -0.9
H 0.1 -0.1 0.0
O 0.0 0.1 -0.1
H -0.7 -1.6 0.9

Computed, not measured: a structure of composition C27H60OSb, with wB97M-V/def2-TZVPD.

- charge = -1
- largest force on an atom (Eh/bohr) = 0.005
- frontier orbital gap (eV) = 5.6

CARTESIAN COORDINATES (ANGSTROEM)
C  6.726274  -0.617282  -1.841296
C  3.663503  -2.744695  -0.613680
H  -0.080068  -1.323606  -0.989687
H  4.453452  0.880542  2.802622
H  4.309742  3.846803  3.521439
H  7.924443  3.766083  0.792402
H  1.452442  -2.806006  -2.371449
H  -12.211842  3.492317  -0.024037
C  0.820399  -3.637678  0.359146
H  4.388138  2.565340  4.734734
C  -4.110338  -2.568223  1.003384
H  1.515817  0.700774  -1.620658
H  -4.314498  -2.769294  -0.055764
H  8.129700  3.322996  -1.829843
H  -11.419629  3.243891  1.546694
C  7.142607  1.933280  1.632166
H  5.240698  0.928839  -1.762530
H  -2.122799  -4.225531  0.751979
H  6.642430  1.015711  3.514762
C  5.857572  -1.450551  -0.899235
H  3.010706  2.653077  3.634779
H  4.357297  -1.739827  -2.436001
H  6.817237  1.089891  1.009963
C  -0.298352  -3.196488  1.292577
C  4.767793  -2.287055  -1.577481
C  -1.675610  -3.230527  0.626233
H  -1.545010  -3.078056  -0.449049
C  2.244092  -0.074079  -1.869203
H  -6.509055  -0.820847  -1.086381
H  8.201882  1.760571  1.840841
C  -6.872308  -0.542300  -0.090960
H  1.765131  -1.033484  0.748584
Sb  1.604872  -1.910729  -0.825108
C  -5.080671  -1.499691  1.505314
H  -8.907692  -1.249203  -0.065900
C  -8.376778  -0.294654  -0.163715
O  -10.702966  2.066588  0.053621
H  -10.571973  4.128742  0.256600
H  3.964228  -2.552524  0.424635
C  7.508431  2.480674  -1.505057
H  -12.036353  1.765368  -1.488748
H  -10.810632  -0.321209  -0.990216
C  -10.340618  0.429898  -1.633418
H  1.666787  -4.055156  0.910190
H  7.106645  -1.257955  -2.647041
H  5.398985  -0.793385  -0.148584
H  7.848962  1.336921  -3.288302
C  -11.252488  3.294548  0.470571
C  -6.500168  -1.623997  0.927263
H  -10.506596  2.553375  -1.945581
C  -10.952449  1.772921  -1.308220
H  5.597371  2.325100  -0.498274
H  -8.685787  0.329803  0.680574
H  0.452709  -4.387686  -0.350468
H  -4.668347  -0.516786  1.250195
C  6.434187  3.025727  -0.562661
C  -2.646700  -2.185543  1.169543
H  2.218186  -0.246083  -2.949826
H  -8.345253  -0.103455  -2.303024
H  -2.467748  -1.233701  0.658372
H  -6.362985  0.386439  0.183291
H  4.613725  2.227584  1.702066
H  8.179126  1.818435  -0.946295
H  6.517755  2.470004  -3.424090
C  6.022491  0.601293  -2.449212
H  -6.597334  -2.604128  0.447714
C  4.090084  2.791579  3.707385
H  6.510588  -2.131073  -0.341157
C  6.959536  3.249192  0.850438
H  -7.242027  -1.606723  1.732739
H  -0.096423  -2.169429  1.631741
H  -5.122896  -1.537750  2.597871
H  -0.330731  -3.820170  2.195981
H  5.500595  0.321739  -3.366794
C  4.835466  1.900228  2.721873
H  3.244639  0.257745  -1.591554
H  3.527151  -3.827400  -0.698980
H  6.632757  2.774738  3.544824
H  5.261513  -3.171778  -1.999440
H  6.028092  3.959060  -0.967122
H  -4.288701  -3.501243  1.551834
C  -8.818446  0.392221  -1.450857
H  -2.439372  -2.009706  2.233283
H  7.600021  -0.269643  -1.277709
C  6.356358  1.901675  2.940357
H  -10.606834  0.188062  -2.666482
H  6.267173  3.903141  1.389128
H  -8.449713  1.423850  -1.431804
C  6.988404  1.749562  -2.746818

Cartesian forces, eV/Å:
C 0.0 0.0 0.1
C 0.3 -0.1 0.0
H 0.0 0.0 0.0
H 0.0 0.0 -0.1
H 0.0 0.0 0.0
H -0.1 0.1 0.1
H 0.0 0.0 0.0
H 0.0 0.0 0.0
C -0.1 0.0 -0.1
H 0.0 0.0 0.0
C 0.0 0.0 0.0
H 0.0 0.0 0.1
H 0.0 0.0 0.0
H 0.1 -0.1 0.0
H 0.1 0.0 0.0
C 0.1 -0.1 0.0
H 0.0 0.0 -0.1
H 0.1 0.0 0.0
H 0.0 0.1 0.1
C 0.0 0.0 0.0
H 0.0 0.0 0.0
H -0.1 0.0 0.1
H 0.0 0.0 0.0
C 0.1 0.0 0.0
C 0.0 -0.1 0.0
C -0.1 -0.1 0.0
H -0.1 0.0 0.0
C 0.0 0.0 -0.2
H 0.1 0.0 0.1
H 0.0 0.0 0.0
C 0.0 0.0 0.0
H 0.0 0.0 0.0
Sb 0.0 0.0 0.1
C 0.0 0.0 -0.1
H 0.0 0.0 0.0
C 0.0 0.0 0.0
O -0.2 -0.1 0.1
H -0.1 0.0 0.0
H 0.0 0.0 0.0
C 0.1 0.0 0.0
H 0.0 0.0 0.0
H 0.0 0.0 -0.1
C 0.0 0.0 0.0
H 0.0 0.0 0.0
H 0.1 0.0 0.1
H 0.0 0.1 -0.1
H 0.0 0.1 0.0
C 0.1 0.1 -0.1
C 0.0 0.0 0.1
H -0.1 0.0 0.0
C 0.1 0.1 0.0
H 0.0 0.1 0.0
H -0.1 -0.2 0.0
H 0.1 0.0 0.0
H -0.1 0.0 0.0
C -0.1 0.0 -0.1
C 0.0 0.0 0.1
H 0.0 0.0 0.0
H 0.0 0.0 0.0
H 0.1 0.0 0.1
H 0.0 0.0 -0.1
H -0.1 0.0 0.0
H -0.1 0.0 0.0
H -0.1 0.0 0.1
C 0.0 -0.1 0.0
H -0.1 0.0 0.1
C 0.0 0.0 0.0
H -0.1 0.0 0.1
C 0.1 -0.1 0.0
H 0.0 0.0 0.0
H 0.0 0.0 0.0
H 0.1 0.0 0.0
H 0.0 0.1 0.1
H 0.0 0.0 0.0
C 0.0 0.0 0.0
H 0.0 0.0 0.1
H -0.1 0.0 0.0
H 0.0 0.0 0.0
H 0.0 0.1 -0.2
H 0.0 0.0 0.0
H -0.1 0.0 -0.2
C 0.0 0.1 0.1
H 0.0 0.0 0.0
H 0.0 0.0 0.0
C 0.0 0.0 0.0
H 0.0 0.0 0.0
H 0.1 0.0 0.0
H 0.1 -0.1 -0.1
C 0.0 0.0 -0.1

Computed, not measured: a structure of composition C4H5InO in a non-equilibrium geometry, with wB97M-V/def2-TZVPD.

- charge = +2
- largest force on an atom (Eh/bohr) = 0.181
- energy relative to the best compared isomer or geometry (same formula, charge and spin) (kJ/mol) = 111.9
- frontier orbital gap (alpha / beta) (eV) = 6.9 / 5.9

CARTESIAN COORDINATES (ANGSTROEM)
C  -0.790289  -0.005830  -0.164616
H  2.124830  0.530731  -1.986258
O  -0.223915  -0.006453  2.145137
C  1.169005  0.088200  -1.699750
In  -0.040924  -1.186413  3.422082
C  -0.993508  -0.368809  1.154866
H  0.928799  1.330754  -0.028376
C  0.478442  0.545374  -0.644814
H  -1.435248  -0.511950  -0.889811
H  -2.001480  0.308344  1.014770
H  0.784289  -0.723947  -2.323230

Cartesian forces, eV/Å:
C 3.9 -2.8 -1.9
H -0.1 -0.3 0.4
O -0.1 4.5 -5.2
C -0.6 -0.3 -1.3
In 1.3 -5.7 7.2
C -3.7 4.6 -2.1
H -0.1 -0.3 -0.1
C -0.9 1.3 1.4
H -0.2 0.4 0.1
H 0.2 -1.6 1.5
H 0.1 0.3 0.0

Computed, not measured: an isolated molecule of C5H8S5 in a non-equilibrium geometry, with wB97M-V/def2-TZVPD.

- charge = 0
- largest force on an atom (Eh/bohr) = 0.069
- energy relative to the best compared isomer or geometry (same formula, charge and spin) (kJ/mol) = 180.6
- frontier orbital gap (eV) = 8.0

CARTESIAN COORDINATES (ANGSTROEM)
S  -2.033392  -1.459635  3.504023
C  0.799655  2.195052  -0.501459
S  1.829888  1.824034  -3.164065
C  -1.852749  -1.402209  1.746046
H  0.278729  -1.730585  1.283119
S  -0.705170  -0.210931  -0.494253
H  0.029728  -0.156409  1.805279
H  -1.727390  -0.168620  3.886981
H  -2.581485  -0.752190  1.210230
H  -0.016153  -0.679072  -2.797434
H  2.685623  -0.029432  -1.549726
H  -2.090608  -2.399834  1.349713
C  -0.471081  -0.921356  1.175161
S  1.274019  -1.185569  -3.037853
H  0.229198  2.854072  0.122021
C  0.517345  0.916162  -0.729432
C  1.934576  0.268103  -2.314996
S  1.899268  3.038418  -1.493354

Cartesian forces, eV/Å:
S 0.2 0.4 1.0
C -1.2 -1.6 -0.3
S 0.5 -0.5 0.3
C 0.3 1.3 -2.4
H -0.5 0.1 -0.8
S -0.7 -0.3 0.6
H -0.9 0.0 -0.3
H -0.2 -0.8 -0.7
H 0.0 -0.3 0.9
H 1.0 -1.0 -0.6
H 0.2 1.0 -1.1
H 0.2 0.1 0.4
C 0.9 -0.4 1.6
S -1.5 1.1 0.1
H -0.3 0.1 0.6
C 2.2 -0.2 -1.7
C -1.5 0.5 3.2
S 1.3 0.7 -0.8

Computed, not measured: a cluster of 2 separate species, C4H10N2O in total in a non-equilibrium geometry, with wB97M-V/def2-TZVPD.

- charge = 0
- largest force on an atom (Eh/bohr) = 0.077
- energy relative to the best compared isomer or geometry (same formula, charge and spin) (kJ/mol) = 502.3
- frontier orbital gap (eV) = 8.5

CARTESIAN COORDINATES (ANGSTROEM)
H  0.819106  -0.853106  1.973814
C  -0.585186  1.766424  -0.885807
C  -1.329617  -0.269582  0.089075
H  -0.198097  2.729185  -0.547694
N  1.503481  -0.578978  -1.269268
H  1.936664  -1.959828  1.152576
C  1.528154  -0.947779  1.153775
N  -0.544567  0.813713  0.209099
H  -1.668625  -0.114229  1.916788
H  -1.875815  -0.528853  -0.827361
H  0.972894  -0.505399  -2.129327
H  2.336503  -0.232052  1.302132
C  0.878699  -0.685047  -0.171575
H  -0.226225  -1.317371  -0.151296
O  -1.996186  -0.678464  1.196077
H  -1.595800  1.919518  -1.282197
H  0.044617  1.441849  -1.728812

Cartesian forces, eV/Å:
H 0.0 0.0 0.0
C 0.3 -0.3 -0.3
C -0.4 3.9 0.8
H -0.1 -0.1 0.0
N -0.3 1.3 0.5
H -0.1 0.1 -0.1
C -0.1 0.6 0.2
N -2.0 -0.4 0.4
H 0.1 0.0 -0.1
H 0.3 -0.3 0.1
H 0.0 -0.6 0.1
H 0.0 -0.1 0.0
C -0.8 -3.5 -0.9
H 2.0 -0.1 -0.1
O 0.9 -0.7 -0.6
H 0.0 0.0 0.1
H 0.1 0.1 0.0

Computed, not measured: a cluster of 3 separate species, H6O3 in total, with wB97M-V/def2-TZVPD.

- charge = 0
- largest force on an atom (Eh/bohr) = 0.011
- energy relative to the best compared isomer or geometry (same formula, charge and spin) (kJ/mol) = 46.2
- frontier orbital gap (eV) = 11.2

CARTESIAN COORDINATES (ANGSTROEM)
H  0.070888  -0.854490  0.180343
H  -1.503870  -0.226440  2.475808
O  -1.172032  0.583819  2.862581
O  0.592835  0.801908  -2.919471
H  -1.868187  0.870202  3.453845
H  0.549423  0.277900  -2.119625
O  0.550055  -1.022919  -0.630986
H  1.489535  1.136242  -2.938978
H  1.291354  -1.566223  -0.363516

Cartesian forces, eV/Å:
H -0.1 0.2 0.2
H -0.1 -0.2 0.0
O 0.3 0.0 -0.1
O -0.1 0.3 -0.4
H -0.2 0.1 0.2
H 0.0 -0.4 0.4
O -0.1 0.0 -0.1
H 0.2 0.1 0.0
H 0.2 -0.1 0.0